a | The following is a quantum chemistry calculation of a structure of composition C5H5NO2, from the Open Molecules 2025 dataset.

Last column: natural (NBO) charge in e.
Cartesian coordinates (Å):
C: -1.171 0.147 -0.913  0.5477
C: -1.079 -0.295 1.269  0.0476
C: 0.144 -0.447 0.732  -0.1139
C: 1.676 -0.407 0.687  -0.2370
C: -0.019 -0.382 -0.633  -0.0551
H: -2.346 1.574 -1.939  0.4889
H: -1.608 -0.627 2.236  0.2196
H: 2.309 0.478 1.250  0.2158
H: 2.023 -1.421 0.893  0.2079
H: 1.898 0.779 -0.886  0.3433
N: 1.565 -0.346 -0.762  -0.5637
O: -1.389 0.770 -2.142  -0.6477
O: -2.003 0.178 0.208  -0.4533

Values from the calculation:
lowest unoccupied orbital energy: 0.1 eV
HOMO level: -8.10 eV



b | The following is a quantum chemistry calculation of an isolated molecule of C5H5NO2, from the Open Molecules 2025 dataset.

Last column: natural (NBO) charge in e.
Cartesian coordinates (Å):
C: 0.831 1.753 0.023  -0.6281
C: 0.269 0.412 -0.037  0.4344
C: 1.321 -0.641 -0.118  0.2143
N: 2.070 -1.479 0.036  -0.2761
O: -0.526 0.163 1.173  -0.4562
C: -1.498 -0.550 0.661  0.0608
C: -1.636 -0.470 -0.651  -0.0067
O: -0.540 0.229 -1.137  -0.4863
H: -0.075 2.412 0.206  0.2343
H: 1.370 1.739 0.962  0.2368
H: 1.327 2.047 -0.879  0.2444
H: -2.311 -0.931 1.285  0.2155
H: -1.995 -1.082 -1.379  0.2129

Values from the calculation:
lowest unoccupied orbital energy: 0.9 eV
HOMO level: -8.89 eV
structure (SMILES): CC1(C#N)OC=CO1



c | The following is a quantum chemistry calculation of an isolated molecule of C5H5NO2, from the Open Molecules 2025 dataset.

Last column: natural (NBO) charge in e.
Cartesian coordinates (Å):
C: -0.084 0.589 1.895  -0.6309
C: 0.194 0.142 0.490  -0.0714
C: 1.603 -0.184 0.156  0.2290
N: 2.707 -0.484 -0.039  -0.2762
C: -0.773 0.141 -0.446  -0.2446
C: -0.762 -0.293 -1.874  0.7349
O: -1.763 -0.130 -2.557  -0.5429
O: 0.268 -0.986 -2.400  -0.6599
H: 0.409 1.566 2.121  0.2432
H: -1.182 0.736 2.042  0.2339
H: 0.252 -0.262 2.580  0.2389
H: -1.815 0.432 -0.220  0.2469
H: 0.946 -1.267 -1.748  0.4991

Values from the calculation:
lowest unoccupied orbital energy: -0.7 eV
HOMO level: -10.90 eV
structure (SMILES): C/C(C#N)=C/C(=O)O



Most stable structure - c; separation to the second - 1.789 eV.



a | The following is a quantum chemistry calculation of a structure of composition C5H10O, from the Open Molecules 2025 dataset.

Last column: natural (NBO) charge in e.
Cartesian coordinates (Å):
O: -1.655 -0.184 0.952  -0.6842
C: -1.228 -0.354 -0.334  0.0118
C: 0.014 -1.059 -0.575  -0.3332
C: 0.901 -1.475 0.364  -0.5623
C: 1.338 1.260 0.357  -0.3671
C: 0.250 1.820 -0.178  -0.4629
H: -2.620 -0.179 0.963  0.4817
H: -1.837 0.073 -1.131  0.2054
H: -1.147 -1.699 -0.643  0.2818
H: 0.277 -1.043 -1.630  0.2378
H: 1.783 -2.019 0.052  0.2041
H: 0.651 -1.480 1.420  0.2074
H: 1.446 1.122 1.430  0.1991
H: 2.205 0.995 -0.241  0.1951
H: -0.568 2.184 0.438  0.1980
H: 0.190 2.041 -1.243  0.1875

Values from the calculation:
lowest unoccupied orbital energy: 0.6 eV
HOMO level: -7.25 eV



b | The following is a quantum chemistry calculation of an isolated molecule of C5H10O, from the Open Molecules 2025 dataset.

Last column: natural (NBO) charge in e.
Cartesian coordinates (Å):
C: -2.026 -0.296 1.221  -0.7069
C: -1.211 -1.294 0.507  0.1123
O: -0.421 -0.930 -0.449  -0.3729
C: -0.271 0.262 -1.008  0.0211
C: 2.013 0.513 -0.090  -0.6086
C: 1.166 0.470 -1.378  -0.4631
H: -2.383 -0.709 2.168  0.2317
H: -2.893 0.049 0.637  0.2195
H: -1.421 0.608 1.427  0.2144
H: 1.626 -0.227 0.619  0.2031
H: -1.140 -2.346 0.745  0.1743
H: -0.835 1.079 -0.556  0.1454
H: 1.933 1.495 0.389  0.2009
H: 3.070 0.288 -0.263  0.2081
H: 1.284 1.394 -1.954  0.2101
H: 1.508 -0.355 -2.016  0.2107

Values from the calculation:
lowest unoccupied orbital energy (alpha / beta): 1.0 / 1.1 eV
HOMO level (alpha / beta): -6.89 / -7.22 eV



c | The following is a quantum chemistry calculation of an isolated molecule of C5H10O, from the Open Molecules 2025 dataset.

Last column: natural (NBO) charge in e.
Cartesian coordinates (Å):
C: 2.672 -0.134 0.114  -0.2487
O: 1.493 0.269 -0.508  -0.5307
C: 0.447 -0.082 0.345  -0.0500
C: -0.828 0.570 -0.167  -0.2525
C: -2.144 0.136 0.400  -0.4188
C: -1.857 -0.126 -1.047  -0.4103
H: 2.506 0.125 1.222  0.1579
H: 2.793 -1.231 0.082  0.1614
H: 3.495 0.342 -0.443  0.1989
H: 0.340 -1.182 0.397  0.1597
H: 0.876 0.182 1.411  0.1560
H: -0.713 1.630 -0.389  0.2207
H: -2.867 0.897 0.672  0.2161
H: -2.117 -0.721 1.067  0.2100
H: -1.699 -1.151 -1.375  0.2133
H: -2.397 0.477 -1.780  0.2171

Values from the calculation:
lowest unoccupied orbital energy: 1.2 eV
HOMO level: -9.79 eV
structure (SMILES): COCC1CC1



Most stable structure - c; separation to the second - 1.425 eV.



a | The following is a quantum chemistry calculation of a cluster of 2 separate species, C5H10O in total, from the Open Molecules 2025 dataset.

Last column: natural (NBO) charge in e.
Cartesian coordinates (Å):
C: 1.107 0.030 1.053  -0.4456
C: 0.194 -0.659 0.364  0.0529
C: -1.234 -0.781 0.821  -0.6535
C: 0.510 -1.329 -0.944  -0.6530
H: 0.862 0.517 1.994  0.1953
H: 2.134 0.117 0.705  0.1968
H: -1.403 -0.279 1.778  0.2132
H: -1.518 -1.835 0.931  0.2179
H: -1.906 -0.342 0.072  0.2266
H: 0.267 -2.398 -0.902  0.2161
H: 1.566 -1.226 -1.211  0.2146
H: -0.096 -0.888 -1.747  0.2315
C: -0.116 2.266 -0.723  0.2873
O: -0.752 1.813 -1.642  -0.5224
H: -0.588 2.551 0.238  0.1099
H: 0.975 2.444 -0.787  0.1123

Values from the calculation:
lowest unoccupied orbital energy: 1.0 eV
HOMO level: -9.47 eV
structure (SMILES): C=C(C)C.C=O



b | The following is a quantum chemistry calculation of an isolated molecule of C5H10O, from the Open Molecules 2025 dataset.

Last column: natural (NBO) charge in e.
Cartesian coordinates (Å):
C: -2.108 -0.490 0.448  -0.5978
C: -0.886 -1.036 -0.300  -0.4229
C: -0.076 0.023 -1.000  -0.2860
C: 1.012 0.632 -0.527  0.3119
C: 1.648 0.421 0.817  -0.6841
O: 1.626 1.582 -1.309  -0.6826
H: -2.716 -1.305 0.857  0.2039
H: -1.799 0.154 1.280  0.2005
H: -2.742 0.108 -0.215  0.2050
H: -0.260 -1.604 0.398  0.1975
H: -1.225 -1.762 -1.050  0.2071
H: -0.410 0.336 -1.988  0.2099
H: 1.712 1.377 1.352  0.2201
H: 2.668 0.026 0.717  0.2154
H: 1.077 -0.271 1.437  0.2300
H: 2.478 1.808 -0.918  0.4721

Values from the calculation:
lowest unoccupied orbital energy: 0.9 eV
HOMO level: -8.39 eV
structure (SMILES): CC/C=C(\C)O



c | The following is a quantum chemistry calculation of a cluster of 2 separate species, C5H10O in total, from the Open Molecules 2025 dataset.

Last column: natural (NBO) charge in e.
Cartesian coordinates (Å):
C: -0.905 -1.620 -0.068  -0.3989
C: 0.367 -1.234 -0.154  -0.1774
C: 1.115 -0.543 0.952  -0.4408
C: 1.394 0.930 0.638  -0.5954
H: -1.478 -1.469 0.846  0.1899
H: -1.425 -2.091 -0.898  0.2083
H: 0.912 -1.398 -1.086  0.1956
H: 2.068 -1.058 1.134  0.2096
H: 0.532 -0.616 1.878  0.2025
H: 0.458 1.460 0.422  0.1933
H: 1.870 1.432 1.486  0.2133
H: 2.051 1.040 -0.233  0.2047
C: -1.736 1.291 -1.227  0.2834
O: -2.600 0.735 -1.853  -0.5022
H: -0.776 1.602 -1.687  0.1085
H: -1.848 1.538 -0.151  0.1056

Values from the calculation:
lowest unoccupied orbital energy: 0.9 eV
HOMO level: -9.80 eV
structure (SMILES): C=CCC.C=O



d | The following is a quantum chemistry calculation of an isolated molecule of C5H10O, from the Open Molecules 2025 dataset.

Last column: natural (NBO) charge in e.
Cartesian coordinates (Å):
C: 1.069 -1.685 0.025  -0.6165
C: 1.194 -0.531 -1.048  -0.4039
C: -0.148 0.103 -0.849  -0.4818
C: -0.771 0.429 0.672  0.5953
C: -1.120 1.802 1.000  -0.7198
O: -1.328 -0.353 1.453  -0.5684
H: 0.124 -2.028 -0.291  0.1961
H: 1.823 -2.537 -0.097  0.2187
H: 0.827 -1.211 1.023  0.2335
H: 2.111 0.095 -0.767  0.2039
H: 1.276 -0.775 -2.197  0.2174
H: -0.454 1.022 -1.414  0.2161
H: -0.820 -0.638 -0.944  0.2130
H: -1.332 1.879 2.142  0.2379
H: -0.379 2.492 0.786  0.2137
H: -2.072 1.934 0.505  0.2449

Values from the calculation:
lowest unoccupied orbital energy: 0.8 eV
HOMO level: -9.34 eV
structure (SMILES): CCCC(C)=O



Most stable structure - b; separation to the second - 0.815 eV.